Model one:
Entry from OMol25: a 2-piece molecular cluster, C5H15N3 overall (ωB97M-V with the def2-TZVPD basis set).

Last column: Löwdin charge in e.
Element x y z (Å)
C1 1.80 0.56 -1.68  -0.065
N1 1.65 0.54 -0.43  -0.045
C2 1.03 1.72 0.17  -0.328
C3 2.09 2.54 0.87  -0.100
H1 1.39 1.35 -2.31  0.077
H2 2.34 -0.26 -2.15  0.067
H3 0.50 2.32 -0.59  0.099
H4 0.30 1.36 0.90  0.096
H5 1.64 3.39 1.38  0.070
H6 2.63 1.95 1.61  0.073
H7 2.81 2.93 0.15  0.072
N2 -0.97 -3.19 0.82  -0.019
C4 -1.14 -2.11 -0.17  -0.296
C5 -2.07 -1.05 0.42  -0.307
N3 -2.25 0.04 -0.54  -0.007
H8 -0.29 -2.91 1.51  0.060
H9 -0.58 -4.01 0.38  0.057
H10 -1.62 -2.54 -1.05  0.109
H11 -0.19 -1.65 -0.45  0.086
H12 -3.04 -1.50 0.62  0.107
H13 -1.65 -0.74 1.38  0.101
H14 -2.97 0.68 -0.25  0.061
H15 -1.40 0.59 -0.61  0.031

Output
E_LUMO: 1.02 eV
SMILES: C=NCC.NCCN
orbital gap: 10.14 eV



Model two:
Entry from OMol25: one molecule with the formula C5H15N3 (ωB97M-V with the def2-TZVPD basis set).

Last column: Löwdin charge in e.
Element x y z (Å)
C1 0.55 -2.19 1.33  -0.093
C2 -0.56 -1.64 0.43  -0.296
N1 -0.97 -0.30 0.82  -0.033
C3 -0.02 0.80 0.64  -0.414
N2 -0.66 2.04 1.03  0.047
C4 0.62 1.04 -0.77  -0.415
C5 -0.42 1.31 -1.85  -0.066
N3 1.57 0.06 -1.28  0.035
H1 0.90 -3.14 0.93  0.072
H2 1.39 -1.50 1.38  0.051
H3 0.17 -2.34 2.34  0.074
H4 -1.44 -2.28 0.53  0.112
H5 -0.24 -1.69 -0.62  0.082
H6 -1.83 -0.07 0.32  0.102
H7 0.81 0.63 1.33  0.133
H8 -1.59 2.09 0.63  0.064
H9 -0.77 2.08 2.04  0.075
H10 1.20 1.97 -0.63  0.133
H11 -1.03 0.42 -2.04  0.072
H12 0.09 1.57 -2.78  0.078
H13 -1.07 2.13 -1.57  0.068
H14 1.10 -0.75 -1.67  0.056
H15 2.20 -0.26 -0.55  0.066

Output
E_LUMO: 1.04 eV
SMILES: CCN[C@H](N)[C@H](C)N
orbital gap: 9.44 eV



Which structure is the most stable? The one labeled model two.



Model one:
Entry from OMol25: one molecule with the formula C4H8N2O4 (ωB97M-V with the def2-TZVPD basis set).

Last column: Löwdin charge in e.
Element x y z (Å)
N1 1.39 -1.52 0.37  -0.022
C1 0.82 -0.33 0.62  -0.389
C2 1.36 0.91 -0.17  -0.503
O1 0.75 1.97 -0.31  0.075
O2 2.55 0.73 -0.64  0.166
C3 -0.74 -0.26 0.57  -0.225
N2 -1.36 0.85 1.37  0.075
C4 -1.12 -0.25 -0.95  -0.516
O3 -0.44 -0.66 -1.81  0.138
O4 -2.39 0.19 -1.15  0.122
H1 1.21 -1.91 -0.67  0.146
H2 1.24 -2.46 1.07  0.187
H3 1.18 -0.03 1.82  0.224
H4 2.78 1.47 -1.18  0.133
H5 -1.26 -1.41 0.82  0.218
H6 -2.24 0.76 1.22  -0.033
H7 -1.03 1.81 1.02  0.119
H8 -2.70 0.16 -2.01  0.084

Output
E_LUMO: 0.67 eV
SMILES: N[C@@H](C(=O)O)[C@@H](N)C(=O)O
orbital gap: 9.70 eV



Model two:
Entry from OMol25: a 2-piece molecular cluster, C4H8N2O4 overall (ωB97M-V with the def2-TZVPD basis set).

Last column: Löwdin charge in e.
Element x y z (Å)
N1 -1.30 -1.61 -0.48  0.188
C1 0.04 -1.91 -0.58  -0.524
N2 0.40 -3.21 -0.12  0.061
C2 1.71 -3.48 -0.72  -0.101
C3 1.92 -2.17 -1.52  -0.169
O1 0.58 -1.85 -1.87  0.051
C4 2.20 -1.06 -0.51  -0.470
O2 3.01 -0.15 -0.59  0.108
O3 1.09 -0.93 0.19  0.059
H1 -1.67 -1.71 0.45  0.113
H2 -1.63 -0.84 -1.06  0.109
H3 0.36 -3.30 0.90  0.137
H4 1.67 -4.34 -1.40  0.120
H5 2.49 -3.64 0.03  0.130
H6 2.58 -2.21 -2.39  0.168
O4 -0.74 1.32 0.31  -0.085
H7 0.25 1.46 0.18  0.072
H8 -0.92 1.59 1.22  0.032

Output
E_LUMO: 0.65 eV
SMILES: N[C@@]12NC[C@@H](O1)C(=O)O2.O
orbital gap: 10.23 eV



Which structure is the most stable? The one labeled model two.



Model one:
Entry from OMol25: one molecule with the formula C5H6N2S (ωB97M-V with the def2-TZVPD basis set).

Last column: Löwdin charge in e.
Element x y z (Å)
C1 -0.72 -1.63 0.73  -0.003
C2 -2.05 -1.52 0.20  -0.215
C3 -0.22 -0.37 0.27  -0.476
C4 1.20 0.06 0.34  -0.402
C5 -0.06 2.50 -0.23  -0.175
N1 -2.27 -0.33 -0.27  -0.033
N2 -1.15 0.24 -0.41  -0.031
S1 1.19 1.81 0.82  0.910
H1 -0.36 -2.48 1.19  0.058
H2 -2.87 -2.29 0.39  0.114
H3 1.87 -0.58 0.90  0.084
H4 1.44 -0.01 -0.81  0.133
H5 -0.22 2.16 -1.22  0.009
H6 -0.58 3.40 0.05  0.027

Output
E_LUMO (spin up / spin down): -1.48 / -1.99 eV
orbital gap (spin up / spin down): 6.88 / 6.02 eV



Model two:
Entry from OMol25: one molecule with the formula C5H6N2S (ωB97M-V with the def2-TZVPD basis set).

Last column: Löwdin charge in e.
Element x y z (Å)
C1 -2.70 -0.10 0.53  -0.028
C2 -1.33 0.08 -0.10  -0.360
N1 -0.81 1.24 0.08  0.057
N2 0.35 1.59 -0.54  -0.045
C3 1.47 1.11 -0.18  -0.474
S1 1.68 -0.49 0.58  0.883
C4 0.54 -1.46 -0.43  -0.389
C5 -0.72 -1.11 -0.69  -0.124
H1 -2.66 -0.86 1.29  0.078
H2 -3.05 0.81 0.94  0.062
H3 -3.36 -0.44 -0.27  0.079
H4 2.31 1.69 -0.61  0.080
H5 0.94 -2.34 -0.92  0.065
H6 -1.34 -1.82 -1.25  0.117

Output
E_LUMO: 0.43 eV
SMILES: CC1=NN=CSC=C1
orbital gap: 9.48 eV



Model three:
Entry from OMol25: one molecule with the formula C5H6N2S (ωB97M-V with the def2-TZVPD basis set).

Last column: Löwdin charge in e.
Element x y z (Å)
C1 -2.05 -1.05 -0.39  -0.065
C2 -0.52 -0.80 -0.22  -0.239
C3 0.46 -1.57 -0.88  -0.078
N1 1.83 -1.23 -0.98  0.016
N2 2.26 -0.14 -0.25  -0.022
C4 1.43 0.61 0.46  -0.168
C5 -0.01 0.46 0.25  -0.562
S1 -1.20 1.59 0.84  0.806
H1 -2.30 -2.06 -0.74  0.089
H2 -2.55 -0.31 -0.79  -0.006
H3 -2.65 -0.98 0.57  0.100
H4 0.28 -2.36 -1.52  0.078
H5 2.05 1.40 0.93  0.113
H6 -0.24 2.46 1.45  -0.060

Output
E_LUMO: 0.18 eV
SMILES: Cc1cnncc1S
orbital gap: 9.27 eV



Model four:
Entry from OMol25: one molecule with the formula C5H6N2S (ωB97M-V with the def2-TZVPD basis set).

Last column: Löwdin charge in e.
Element x y z (Å)
C1 -1.73 -3.59 1.91  0.124
C2 -1.49 -2.57 1.31  -0.144
C3 -1.21 -1.42 0.74  -0.037
C4 0.35 1.26 -1.04  -0.684
C5 1.62 0.69 -0.64  -0.193
N1 -0.80 -0.45 0.27  0.016
N2 -0.72 0.66 -0.28  -0.002
S1 0.52 3.19 -0.89  0.655
H1 -2.08 -4.36 2.63  0.063
H2 -0.67 3.53 -0.28  -0.146
H3 -0.07 1.20 -2.09  0.102
H4 1.92 -0.33 -0.83  0.081
H5 1.83 0.99 0.37  0.068
H6 2.50 1.20 -1.17  0.097

Output
E_LUMO: 0.15 eV
orbital gap: 8.19 eV



Which structure is the most stable? The one labeled model two.



Model one:
Entry from OMol25: C4H6FN3 as an isolated structure (ωB97M-V with the def2-TZVPD basis set).

Last column: Löwdin charge in e.
Element x y z (Å)
C1 2.70 0.61 -0.45  -0.175
C2 2.37 0.05 0.77  -0.161
C3 -1.58 -0.42 0.23  -0.065
C4 -1.30 0.92 -0.32  -0.215
N1 1.57 1.14 -0.95  0.014
N2 1.06 0.36 1.03  0.013
N3 0.65 1.03 -0.01  -0.133
F1 -1.75 1.87 0.43  0.085
H1 3.59 0.40 -0.99  0.081
H2 2.99 -0.64 1.35  0.096
H3 -2.71 -0.52 0.26  0.115
H4 -0.93 -0.97 -0.52  0.112
H5 -1.19 -0.55 1.23  0.063
H6 -1.43 1.07 -1.47  0.171

Output
E_LUMO: 0.40 eV
orbital gap: 9.99 eV



Model two:
Entry from OMol25: one molecule with the formula C4H6FN3 (ωB97M-V with the def2-TZVPD basis set).

Last column: Löwdin charge in e.
Element x y z (Å)
C1 -1.09 0.71 0.03  -0.058
N1 0.30 0.61 0.02  -0.207
N2 1.09 1.74 -0.03  0.011
C2 2.38 1.39 -0.05  -0.178
C3 2.61 0.01 0.03  -0.119
F1 3.65 -0.87 -0.14  -0.006
C4 0.95 -0.51 -0.09  -0.213
N3 0.65 -1.83 -0.19  0.125
H1 -1.42 1.76 0.29  0.112
H2 -1.67 0.16 -0.83  0.127
H3 -1.52 0.18 0.88  0.070
H4 3.13 2.23 0.13  0.126
H5 -0.29 -2.14 0.10  0.108
H6 1.38 -2.44 -0.52  0.103

Output
E_LUMO: 0.65 eV
SMILES: Cn1ncc(F)c1N
orbital gap: 7.96 eV



Which structure is the most stable? The one labeled model one.



Model one:
Entry from OMol25: one molecule with the formula C2HBrO (ωB97M-V with the def2-TZVPD basis set).

Last column: Löwdin charge in e.
Element x y z (Å)
C1 -0.47 0.15 -0.62  -0.471
C2 -0.68 1.51 -0.87  -0.469
O1 -1.27 -0.62 -1.13  0.005
Br1 -0.44 2.47 -2.36  0.816
H1 0.18 -0.13 0.23  0.119

Output
E_LUMO (spin up / spin down): -1.54 / -1.54 eV
orbital gap (spin up / spin down): 7.62 / 7.62 eV



Model two:
Entry from OMol25: a 2-piece molecular cluster, C2HBrO overall (ωB97M-V with the def2-TZVPD basis set).

Last column: Löwdin charge in e.
Element x y z (Å)
C1 -2.30 -1.22 1.85  0.003
C2 -0.66 -1.73 -0.39  -0.488
O1 -1.53 -0.58 2.38  0.034
Br1 1.04 -1.82 0.28  0.623
H1 -1.29 -2.25 0.31  -0.172

Output
E_LUMO: -1.20 eV
orbital gap: 7.99 eV



Which structure is the most stable? The one labeled model one.



Model one:
Entry from OMol25: a 2-piece molecular cluster, C6H14O3 overall (ωB97M-V with the def2-TZVPD basis set).

Last column: Löwdin charge in e.
Element x y z (Å)
C1 1.72 -0.52 -1.78  -0.007
C2 0.41 0.09 -1.34  -0.443
O1 -0.66 -0.32 -1.79  0.031
C3 0.52 1.53 -0.86  -0.177
O2 1.53 1.65 0.13  -0.064
H1 1.63 -1.60 -1.82  0.096
H2 2.53 -0.23 -1.11  0.080
H3 1.95 -0.15 -2.78  0.099
H4 -0.46 1.86 -0.49  0.121
H5 0.76 2.14 -1.74  0.139
H6 1.67 2.58 0.33  0.097
C4 -2.14 0.06 1.13  -0.115
C5 -0.77 -0.15 1.77  -0.195
C6 0.11 -1.19 0.80  -0.293
O3 -0.60 -2.16 0.14  -0.058
H7 -2.05 0.36 0.09  0.052
H8 -2.68 0.84 1.67  0.072
H9 -2.72 -0.86 1.17  0.079
H10 -0.92 -0.48 2.81  0.098
H11 -0.17 0.75 1.79  0.084
H12 1.16 -0.94 0.65  0.107
H13 0.16 -1.53 1.89  0.122
H14 -0.98 -1.71 -0.66  0.075

Output
E_LUMO: 0.38 eV
SMILES: CC(=O)CO.CCCO
orbital gap: 9.36 eV



Model two:
Entry from OMol25: C6H14O3 as an isolated structure (ωB97M-V with the def2-TZVPD basis set).

Last column: Löwdin charge in e.
Element x y z (Å)
C1 1.65 -0.49 -0.06  -0.287
C2 1.44 -1.55 -1.02  -0.119
C3 1.31 -0.75 1.38  -0.099
C4 0.67 1.22 -0.63  -0.027
H1 2.59 0.05 -0.19  0.104
H2 0.30 -1.43 -1.32  0.071
H3 1.45 -2.56 -0.60  0.087
H4 2.02 -1.46 -1.93  0.079
H5 1.33 0.15 1.98  0.074
H6 0.33 -1.22 1.46  0.073
H7 2.04 -1.45 1.80  0.084
H8 -0.21 1.84 -0.72  0.023
H9 1.13 1.32 -1.61  0.039
H10 1.25 1.75 0.12  0.026
C5 -2.05 0.81 1.42  -0.042
C6 -1.47 -0.05 -0.73  -0.613
O1 -1.71 -0.29 0.58  -0.031
O2 -2.23 0.98 -1.22  0.086
O3 -1.22 -1.01 -1.47  0.051
H11 -2.24 0.90 -2.18  0.136
H12 -1.24 1.55 1.43  0.091
H13 -2.97 1.29 1.10  0.094
H14 -2.17 0.39 2.42  0.098

Output
E_LUMO: 0.71 eV
orbital gap: 9.66 eV



Which structure is the most stable? The one labeled model one.